A.
Formula: CH6ClN4
Source: the OMol25 dataset
Level of theory: wB97M-V/def2-TZVPD

The geometry in XYZ format:
```
12
Properties=species:S:1:pos:R:3:nbo_charge:R:1
C -0.009 1.131 0.480 0.312
N 1.104 1.608 0.234 -0.585
N -0.026 0.188 -1.620 -0.406
N -0.673 0.364 -0.542 0.015
N -0.451 -1.488 0.510 -0.913
Cl -1.033 1.330 1.895 0.074
H 1.662 2.022 1.030 0.423
H -0.654 -0.326 -2.359 0.453
H 0.962 0.357 -1.598 0.421
H 0.439 -1.837 -0.066 0.393
H -0.240 -1.075 1.405 0.396
H -1.082 -2.273 0.632 0.416
```

Calculated values
* molecular weight: 109.5 g mol⁻¹
* gap between HOMO and LUMO: 8.957 eV
* HOMO energy: -0.558 hartree
* charge: +1
* multiplicity: 1

B.
Formula: CH6ClN4
Source: the OMol25 dataset
Level of theory: wB97M-V/def2-TZVPD

The geometry in XYZ format:
```
12
Properties=species:S:1:pos:R:3:nbo_charge:R:1
C 0.211 -1.118 0.149 0.325
N -0.544 -1.662 0.982 -0.605
N -0.416 0.882 1.073 -0.642
N 0.455 0.273 0.294 -0.081
N 0.354 0.987 -1.102 -0.596
Cl 0.927 -1.771 -1.288 0.039
H -0.605 -2.741 1.030 0.421
H -1.371 0.583 1.110 0.386
H -0.062 1.054 2.007 0.409
H 1.176 1.505 -1.302 0.435
H 0.303 0.257 -1.854 0.446
H -0.428 1.750 -1.099 0.463
```

Calculated values
* molecular weight: 109.5 g mol⁻¹
* gap between HOMO and LUMO: 11.143 eV
* HOMO energy: -0.552 hartree
* charge: +1
* multiplicity: 1

Least stable = A

A.
Formula: C4H5NOS
Source: the OMol25 dataset
Level of theory: wB97M-V/def2-TZVPD

The geometry in XYZ format:
```
12
Properties=species:S:1:pos:R:3:mulliken_spin:R:1
C 2.306 -0.427 -0.032 0.003
C -0.835 0.765 1.125 -0.005
C -0.031 -0.513 -0.834 0.002
C 1.303 0.099 -0.620 0.001
N -0.993 0.081 0.080 0.056
O 3.098 -1.051 0.573 0.002
S -3.835 -0.478 -0.075 1.935
H 0.132 0.991 1.573 0.004
H -1.757 1.127 1.627 0.000
H -0.607 -0.192 -1.718 -0.001
H 0.027 -1.553 -0.686 0.003
H 1.192 1.151 -1.011 0.000
```

Calculated values
* molecular weight: 115.2 g mol⁻¹
* expectation value of S²: 2.00
* gap between HOMO and LUMO (alpha / beta): 9.514 / 7.166 eV
* HOMO energy (alpha / beta): -0.332 / -0.328 hartree
* multiplicity: 3

B.
Formula: C4H5NOS
Source: the OMol25 dataset
Level of theory: wB97M-V/def2-TZVPD

The geometry in XYZ format:
```
12
Properties=species:S:1:pos:R:3:mulliken_spin:R:1
C -1.440 -1.712 0.326 0.200
C -2.391 -0.850 -0.002 0.130
C -0.083 -0.015 0.064 0.378
C 1.575 1.078 0.170 0.101
N -0.047 -1.177 0.467 0.276
O -2.069 1.949 0.293 0.485
S -1.706 0.778 -0.566 0.414
H -1.398 -2.792 0.541 0.012
H -3.403 -1.270 -0.326 -0.005
H 1.690 1.394 1.193 0.000
H 1.255 1.922 -0.481 0.001
H 2.233 0.444 -0.309 0.006
```

Calculated values
* molecular weight: 115.2 g mol⁻¹
* expectation value of S²: 2.01
* gap between HOMO and LUMO (alpha / beta): 6.757 / 6.540 eV
* HOMO energy (alpha / beta): -0.223 / -0.361 hartree
* multiplicity: 3

Least stable = B

A.
Formula: C3H11N2S
Source: the OMol25 dataset
Level of theory: wB97M-V/def2-TZVPD

The geometry in XYZ format:
```
17
Properties=species:S:1:pos:R:3:nbo_charge:R:1
N 0.016 1.027 1.360 -0.734
C 0.495 2.055 0.657 0.403
N 0.668 2.013 -0.636 -0.713
H -0.483 0.249 0.844 0.437
H -0.058 1.062 2.348 0.432
H 0.768 2.896 1.284 0.235
H 1.349 2.688 -0.935 0.433
H 0.510 1.125 -1.172 0.445
C -1.661 -1.717 0.218 -0.784
S -0.912 -0.900 -1.208 0.164
C 0.925 -1.178 -1.089 -0.740
H -0.934 -1.854 1.028 0.222
H -1.955 -2.769 -0.047 0.257
H -2.564 -1.232 0.541 0.250
H 1.321 -0.531 -1.894 0.229
H 1.360 -0.678 -0.206 0.201
H 1.157 -2.256 -1.093 0.262
```

Calculated values
* molecular weight: 107.2 g mol⁻¹
* gap between HOMO and LUMO: 9.201 eV
* HOMO energy: -0.473 hartree
* charge: +1
* multiplicity: 1

B.
Formula: C3H11N2S
Source: the OMol25 dataset
Level of theory: wB97M-V/def2-TZVPD

The geometry in XYZ format:
```
17
Properties=species:S:1:pos:R:3:nbo_charge:R:1
C -2.296 0.918 0.004 -0.653
C -0.884 1.025 0.550 -0.219
C 1.323 -0.726 0.326 -0.015
N 1.568 -1.621 -0.803 -0.835
N -0.142 -0.194 -0.030 -0.577
S 2.377 0.764 0.431 0.043
H -2.272 0.477 -0.967 0.219
H -2.801 0.339 0.824 0.235
H -2.917 1.849 -0.028 0.271
H -0.860 0.964 1.675 0.235
H -0.257 1.934 0.255 0.246
H 1.386 -1.125 1.381 0.244
H 1.414 -2.514 -0.552 0.380
H 2.516 -1.632 -1.087 0.402
H -0.001 -0.223 -1.076 0.453
H -0.812 -1.038 -0.016 0.429
H 2.657 0.805 -0.889 0.143
```

Calculated values
* molecular weight: 107.2 g mol⁻¹
* gap between HOMO and LUMO: 11.005 eV
* HOMO energy: -0.517 hartree
* charge: +1
* multiplicity: 1

Least stable = B

A.
Formula: C5H4O3
Source: the OMol25 dataset
Level of theory: wB97M-V/def2-TZVPD

The geometry in XYZ format:
```
12
Properties=species:S:1:pos:R:3:nbo_charge:R:1
C -0.934 -0.583 -0.160 0.692
C -1.067 0.698 -0.075 -0.422
C 0.099 1.303 -0.089 -0.089
C 1.257 0.684 -0.064 -0.408
C 1.503 -0.692 -0.181 0.746
H -1.933 -2.328 0.471 0.508
H -1.911 1.297 0.188 0.247
H 0.178 2.317 0.137 0.214
H 2.174 1.181 -0.063 0.226
O -2.089 -1.254 0.049 -0.665
O 2.542 -1.254 0.143 -0.547
O 0.182 -1.368 -0.354 -0.501
```

Calculated values
* molecular weight: 112.1 g mol⁻¹
* gap between HOMO and LUMO: 8.894 eV
* HOMO energy: -0.321 hartree
* multiplicity: 1

B.
Formula: C5H4O3
Source: the OMol25 dataset
Level of theory: wB97M-V/def2-TZVPD

The geometry in XYZ format:
```
12
Properties=species:S:1:pos:R:3:nbo_charge:R:1
C 1.624 0.169 -0.046 0.773
C -0.309 -1.278 0.137 0.120
C -1.385 -0.433 -0.056 -0.308
C -0.703 0.942 -0.388 0.028
C 0.447 1.055 0.489 -0.071
H -0.806 -2.415 0.184 0.229
H -2.366 -0.970 -0.567 0.256
H -0.266 0.607 -1.456 0.167
H 0.245 0.802 1.588 0.207
O 2.798 0.410 -0.247 -0.503
O 1.058 -1.058 0.215 -0.493
O -0.338 2.169 0.145 -0.403
```

Calculated values
* molecular weight: 112.1 g mol⁻¹
* gap between HOMO and LUMO: 10.548 eV
* HOMO energy: -0.364 hartree
* multiplicity: 1

C.
Formula: C5H4O3
Source: the OMol25 dataset
Level of theory: wB97M-V/def2-TZVPD

The geometry in XYZ format:
```
12
Properties=species:S:1:pos:R:3:nbo_charge:R:1
C -0.779 -0.422 -0.943 0.762
C 0.160 -1.089 1.135 0.052
C 1.016 -0.099 1.481 0.016
C 0.526 1.569 0.014 0.226
C -0.276 0.960 -0.879 -0.462
H 0.122 -1.880 1.868 0.212
H 1.359 -0.088 2.607 0.215
H 0.778 2.566 -0.143 0.187
H -0.747 1.683 -1.569 0.249
O -1.388 -0.693 -1.889 -0.512
O -0.608 -1.362 0.033 -0.485
O 1.322 1.081 0.905 -0.458
```

Calculated values
* molecular weight: 112.1 g mol⁻¹
* gap between HOMO and LUMO: 9.599 eV
* HOMO energy: -0.339 hartree
* multiplicity: 1

Least stable = B

A.
Formula: CH8O2S
Source: the OMol25 dataset
Level of theory: wB97M-V/def2-TZVPD

The geometry in XYZ format:
```
12
Properties=species:S:1:pos:R:3:nbo_charge:R:1
C 0.217 -1.571 1.872 -0.723
S -0.417 -2.461 0.432 -0.054
H 0.096 -0.547 1.633 0.223
H -0.330 -1.802 2.766 0.216
H 1.277 -1.753 1.985 0.218
H 0.119 -3.667 0.651 0.120
H 1.440 2.686 0.011 0.476
H 0.701 1.466 -0.523 0.470
O 0.551 2.342 -0.153 -0.945
H -1.829 1.377 -3.216 0.469
H -0.818 2.048 -2.265 0.476
O -1.007 1.881 -3.192 -0.945
```

Calculated values
* molecular weight: 84.1 g mol⁻¹
* gap between HOMO and LUMO: 9.763 eV
* HOMO energy: -0.339 hartree
* multiplicity: 1

B.
Formula: CH8O2S
Source: the OMol25 dataset
Level of theory: wB97M-V/def2-TZVPD

The geometry in XYZ format:
```
12
Properties=species:S:1:pos:R:3:nbo_charge:R:1
C 1.447 -2.113 -1.712 -0.691
S 2.004 -1.336 -0.100 -0.090
H 1.101 -1.304 -2.339 0.210
H 2.180 -2.681 -2.214 0.222
H 0.568 -2.653 -1.580 0.214
H 0.834 -1.151 0.485 0.134
H -2.956 5.287 -1.368 0.465
H -2.909 3.789 -1.079 0.461
O -2.494 4.552 -0.765 -0.925
H 0.828 -0.827 3.358 0.469
H -0.542 -0.860 4.048 0.474
O -0.060 -0.703 3.266 -0.943
```

Calculated values
* molecular weight: 84.1 g mol⁻¹
* gap between HOMO and LUMO: 9.756 eV
* HOMO energy: -0.328 hartree
* multiplicity: 1

Least stable = B